Here is a 8-piece molecular cluster, C34H64N8O12P overall in a non-equilibrium geometry from the Open Molecules 2025 dataset. Energies are from the ωB97M-V functional and the def2-TZVPD basis.

Last column: Mulliken charge in e.
Atoms and positions in Å:
N  0.12  -3.48  2.55  -0.46
C  -0.02  -2.41  2.16  0.61
O  -0.41  -1.22  1.74  -0.42
P  0.01  -0.96  0.15  1.30
C  -0.36  0.77  -0.15  -0.31
C  0.06  1.26  -1.52  -1.30
O  1.45  1.04  -1.79  0.18
C  1.72  1.11  -3.13  -0.14
O  1.46  0.20  -3.86  -0.46
C  -0.97  -2.10  -0.85  -1.59
C  -2.41  -1.61  -1.20  0.22
C  -2.58  -1.47  -2.71  0.21
O  -3.51  -1.97  -3.26  -0.54
O  -1.64  -0.76  -3.43  -0.51
C  1.72  -1.38  -0.06  0.67
C  2.06  -2.62  -0.59  -0.53
C  3.39  -2.95  -0.79  -0.71
C  4.39  -2.04  -0.48  -0.79
C  4.05  -0.82  0.08  -0.42
C  2.73  -0.48  0.29  -0.67
H  0.06  1.39  0.65  0.51
H  -1.45  0.88  -0.11  0.36
H  -0.54  0.83  -2.33  0.64
H  -0.13  2.34  -1.53  0.44
H  2.19  2.03  -3.49  0.42
H  -1.06  -3.02  -0.27  0.74
H  -0.41  -2.37  -1.74  0.76
H  -2.71  -0.71  -0.67  0.24
H  -3.08  -2.42  -0.92  0.01
H  -0.79  -1.20  -3.50  0.32
H  1.33  -3.38  -0.85  0.38
H  3.64  -3.92  -1.20  0.43
H  5.43  -2.30  -0.67  0.47
H  4.83  -0.11  0.33  0.69
H  2.47  0.48  0.72  0.29
C  -4.92  -5.32  0.31  0.06
O  -4.28  -4.36  0.72  -0.57
N  -4.63  -6.01  -0.80  0.21
C  -5.43  -7.14  -1.27  -1.01
C  -3.47  -5.58  -1.56  -0.91
H  -5.81  -5.69  0.83  0.28
H  -4.80  -8.03  -1.31  0.29
H  -5.82  -6.93  -2.25  0.47
H  -6.26  -7.32  -0.59  0.29
H  -2.58  -5.65  -0.93  0.29
H  -3.60  -4.55  -1.87  0.26
H  -3.34  -6.21  -2.44  0.36
C  2.73  3.53  0.64  0.00
O  1.92  2.62  0.79  -0.60
N  3.47  4.07  1.61  0.31
C  4.41  5.14  1.36  -0.97
C  3.34  3.55  2.96  -1.11
H  2.90  3.99  -0.35  0.32
H  5.41  4.83  1.63  0.29
H  4.14  6.02  1.95  0.39
H  4.40  5.42  0.31  0.29
H  3.59  2.48  2.97  0.23
H  2.31  3.66  3.30  0.35
H  4.00  4.09  3.62  0.45
C  -3.14  3.35  -1.18  -0.15
O  -2.55  2.67  -0.34  -0.58
N  -4.15  2.94  -1.94  0.14
C  -4.79  3.81  -2.91  -0.99
C  -4.63  1.57  -1.80  -0.82
H  -2.85  4.40  -1.37  0.53
H  -5.85  3.92  -2.66  0.36
H  -4.70  3.39  -3.91  0.36
H  -4.33  4.80  -2.89  0.31
H  -4.96  1.40  -0.77  0.30
H  -3.82  0.88  -2.02  0.10
H  -5.45  1.40  -2.48  0.41
C  -8.50  -8.90  -2.70  0.11
O  -7.87  -7.95  -2.27  -0.56
N  -8.19  -9.57  -3.82  0.11
C  -8.97  -10.70  -4.29  -0.91
C  -7.02  -9.16  -4.59  -0.88
H  -9.40  -9.29  -2.19  0.26
H  -8.35  -11.60  -4.33  0.34
H  -9.37  -10.49  -5.28  0.34
H  -9.81  -10.88  -3.61  0.29
H  -6.13  -9.22  -3.97  0.25
H  -7.14  -8.12  -4.91  0.29
H  -6.91  -9.80  -5.46  0.37
C  6.43  2.40  0.38  0.02
O  5.79  1.68  1.14  -0.64
N  7.74  2.32  0.16  0.26
C  8.44  3.22  -0.74  -0.99
C  8.50  1.29  0.86  -0.90
H  5.95  3.21  -0.20  0.29
H  8.91  2.65  -1.54  0.37
H  9.20  3.77  -0.20  0.35
H  7.74  3.92  -1.18  0.30
H  8.12  0.30  0.60  0.28
H  8.41  1.43  1.93  0.26
H  9.55  1.36  0.57  0.39
C  -3.88  5.85  1.45  0.65
O  -4.21  6.94  1.04  -0.62
N  -3.97  5.44  2.73  0.08
C  -3.57  4.11  3.15  -0.67
C  -4.50  6.37  3.72  -0.96
H  -3.47  5.07  0.79  -0.18
H  -4.41  3.58  3.58  0.34
H  -2.77  4.18  3.89  0.34
H  -3.20  3.55  2.29  0.05
H  -5.51  6.67  3.45  0.29
H  -3.88  7.27  3.76  0.29
H  -4.51  5.90  4.70  0.39
C  7.91  3.99  3.37  0.54
O  8.80  4.64  2.84  -0.67
N  7.78  3.80  4.70  0.07
C  6.69  3.01  5.25  -0.87
C  8.75  4.40  5.59  -1.00
H  7.12  3.50  2.78  -0.04
H  6.09  3.63  5.92  0.36
H  7.09  2.17  5.81  0.37
H  6.06  2.64  4.45  0.20
H  8.75  5.48  5.47  0.31
H  9.75  4.03  5.36  0.30
H  8.51  4.15  6.62  0.41

- charge = +1
- gap between HOMO and LUMO (eV) = 8.03
- energy above the lowest of the compared OMol25 structures with the same formula, charge and spin (kcal/mol) = 0.0
- molecular weight (g/mol) = 807.904
- maximum force (eV/A) = 1.094
- LUMO energy (eV) = -2.66